Computed, not measured: 3 unconnected molecules or ions with the total composition C4H8N2O2, with ωB97M-V/def2-TZVPD.

Each line ends with the Löwdin charge.
Geometry (Å):
1 C 0.4186 -0.6742 -1.4353  -0.044
2 C 0.6977 -1.7384 -0.7028  -0.188
3 C 2.4194 1.2263 0.6494  -0.501
4 C 0.8161 -1.3431 0.7479  -0.189
5 N -0.1681 -0.7407 1.2578  0.036
6 N -2.3010 1.0736 -0.0173  0.041
7 O 1.7882 1.6565 1.4940  0.196
8 O 3.0406 0.7476 -0.1642  0.224
9 H 0.5317 -0.7138 -2.5731  0.083
10 H 0.0992 0.2129 -0.9295  0.022
11 H 1.1206 -2.6507 -0.9373  0.057
12 H -0.0058 -0.4607 2.2826  0.138
13 H -1.1047 -0.7962 0.8192  0.091
14 H -1.7383 1.8592 0.0695  -0.010
15 H -3.0879 1.3155 0.4834  -0.017
16 H -2.5263 1.0263 -1.0445  0.062

Atomic forces in eV per Å
C 0.06 -0.86 -3.28
C -0.54 2.49 3.27
C -0.30 -0.39 0.58
C 2.69 -1.89 -1.61
N -1.56 0.24 2.87
N 0.56 -1.91 -2.81
O -1.47 1.41 1.91
O 1.90 -0.94 -2.47
H -0.23 0.40 1.72
H -0.12 0.50 -0.26
H 0.56 -1.67 -1.06
H -1.11 -0.21 -2.27
H 0.30 0.85 0.59
H 1.69 1.68 0.19
H -2.46 0.34 1.06
H 0.03 -0.05 1.56

Calculated values
relative energy (zero: lowest compared OMol25 entry of this formula, charge and spin): 85.2 kcal/mol
LUMO energy: 0.66 eV
highest occupied orbital energy: -7.4 eV
maximum force: 4.15 eV/A
total energy: -11350.420 eV